Molecular formula: C31H36BCl2IrN2O4SSb
Method: DFT, the ωB97M-V functional and the def2-TZVPD basis

Geometry as XYZ:
```
79
Properties=species:S:1:pos:R:3:forces:R:3:mulliken_charge:R:1
C -1.41668 3.35584 2.36964 0.05 0.02 -0.03 -1.13
O -3.31400 2.51740 5.39586 -0.01 -0.01 0.00 -0.50
C -4.18093 -4.16096 -6.45322 -0.03 -0.02 0.00 -1.57
O -0.63694 -1.05742 -2.80510 0.09 -0.05 0.11 -0.19
H -2.69065 -1.24980 3.89141 0.00 -0.01 0.02 0.56
C -1.99140 -1.66812 3.18209 0.06 -0.02 0.01 -0.67
H 0.43966 -3.01575 0.60770 -0.01 0.01 -0.03 0.47
C 1.00858 2.02771 -5.28750 -0.12 0.04 0.08 -0.73
H 4.52562 0.87213 0.44538 -0.02 0.00 -0.01 0.38
H -3.51732 -5.19837 -3.89179 -0.01 -0.01 0.00 0.43
C -2.54368 -3.93635 4.10094 -0.04 -0.01 0.00 -1.28
C -2.90348 -4.32607 -3.71481 0.02 0.00 -0.01 -0.70
C 2.42919 0.46829 -4.11916 -0.02 0.03 -0.05 -0.95
H 4.90673 0.13463 2.01828 0.04 0.00 -0.03 0.46
H 0.74602 2.56938 -6.18513 0.00 0.00 0.00 0.47
H -4.59913 -3.16127 -6.32577 0.01 0.01 0.00 0.38
C -0.78508 2.63518 1.38283 -0.03 0.08 -0.01 -0.17
C -2.00501 1.30163 3.41554 0.02 0.04 -0.09 -0.48
H -2.38342 -2.25752 -7.26696 -0.01 0.00 0.00 0.40
C -2.66347 -4.15824 -6.22530 0.04 0.05 -0.01 1.91
C -1.90730 -2.81975 -2.22178 0.00 -0.04 0.02 0.91
H 1.16768 -0.82888 3.96537 -0.02 0.00 -0.01 0.36
H 3.27156 -0.20815 -4.09523 0.00 -0.01 0.00 0.51
C -1.57528 -2.51380 -4.59485 -0.01 0.00 0.03 -1.03
Ir 0.27294 0.16142 -0.05359 -0.04 0.75 0.04 1.98
H 2.93820 -0.83744 4.09451 -0.01 -0.02 0.02 0.51
C -2.11632 -5.58485 -6.36450 -0.01 -0.04 0.00 -1.57
C -1.27609 -0.84094 2.33698 -0.05 0.07 0.00 0.46
Cl -1.12820 3.24299 -4.19050 -0.02 0.02 0.00 -0.17
H 3.12681 2.12254 3.53883 0.00 0.00 0.00 0.46
C 0.53986 1.50771 -2.97250 -0.09 -0.02 0.18 0.29
H 2.69152 1.04381 -6.16423 0.01 0.01 0.00 0.44
C 0.23084 2.19220 -4.14937 0.05 0.04 -0.16 0.20
H -2.58672 -6.26962 -5.65837 0.00 0.00 0.00 0.33
H -2.56932 -4.96669 3.74116 0.04 0.00 0.01 0.43
H -4.69444 -4.83261 -5.76492 0.00 0.00 0.01 0.33
H -2.26268 -3.68647 -8.28456 0.00 0.00 0.00 0.42
C -0.25212 -2.65374 1.35455 0.19 0.01 0.04 -0.81
H -0.71826 -4.59328 2.09366 -0.02 -0.01 0.00 0.50
C 1.63750 0.66571 -3.01414 0.18 -0.03 0.09 0.86
C 2.09681 1.17232 -5.27074 0.05 -0.06 0.00 -0.49
C -2.74528 3.44440 4.50662 0.02 0.00 0.00 -0.55
H -1.03870 -5.61062 -6.19431 0.01 0.01 0.00 0.38
C -2.69137 -3.93614 -2.39870 0.01 0.03 -0.04 -2.20
Sb 2.27418 0.29040 1.78867 0.03 0.39 0.16 0.70
H 2.48576 2.96391 2.11258 -0.02 0.00 -0.02 0.40
B -0.74422 -1.12859 -1.43290 -0.46 0.26 0.10 -0.06
N -0.42127 -1.32972 1.42011 0.10 -0.33 -0.36 0.67
C -1.37514 0.62716 2.38324 -0.08 0.13 0.10 0.25
C -1.81495 -3.04580 3.12135 0.02 0.06 0.01 0.53
H -3.57401 -3.59316 4.20295 0.00 -0.02 -0.02 0.39
H -3.82347 2.97878 6.06976 0.01 0.00 0.00 0.33
H 2.11655 -2.06935 3.11474 0.00 0.00 -0.03 0.39
C 2.31767 2.14628 2.81011 0.08 -0.01 0.03 -1.27
Cl 2.07814 -0.21226 -1.53942 -0.07 -0.45 -0.30 -0.37
H -2.30966 -5.96272 -7.36926 -0.01 0.01 -0.01 0.44
O -1.51688 -2.19666 -1.03720 0.00 0.10 0.14 -0.17
C -1.37227 -2.13703 -3.28652 -0.02 -0.05 -0.03 0.65
H -2.46441 0.76591 4.23068 -0.02 0.00 0.01 0.59
H -1.40068 4.43643 2.31728 -0.01 0.01 0.00 0.51
O -1.94595 -3.82167 5.37793 0.01 0.02 -0.01 -0.49
H -1.14074 -1.94570 -5.40356 0.01 0.00 -0.01 0.70
H -1.25770 -4.48680 5.47942 -0.01 -0.01 0.02 0.32
S -0.43277 1.70674 -1.53462 0.49 -0.18 -0.04 -0.63
C -2.36575 -3.64352 -4.81634 -0.01 -0.01 0.01 0.64
C 4.27446 0.06873 1.13409 -0.01 -0.04 0.09 -1.23
C -2.04872 2.68902 3.41263 -0.02 -0.04 0.04 0.04
H 4.42856 -0.89365 0.65164 -0.02 -0.01 -0.01 0.40
C -0.90973 -3.53289 2.19139 0.01 -0.04 -0.04 -0.82
H -0.27541 3.13154 0.57118 0.00 0.01 0.03 0.53
H -4.40422 -4.49497 -7.46718 0.01 -0.01 -0.01 0.45
C 2.09522 -1.02977 3.43218 0.09 -0.02 -0.01 -1.29
H -3.12535 -4.47545 -1.56892 0.00 0.00 0.02 0.50
H -0.92797 -3.27267 -7.21759 0.01 -0.01 0.01 0.39
H -3.49865 4.09563 4.04835 0.00 -0.01 0.01 0.38
H -2.01028 4.08902 5.00424 -0.01 0.01 -0.01 0.33
H 1.37376 2.29437 3.33192 -0.02 0.01 0.00 0.34
N -0.77146 1.29211 1.37559 -0.37 -0.66 -0.04 -0.13
C -2.01665 -3.28539 -7.30155 0.00 0.00 0.00 -2.05
```
Positions in Å, forces in eV/Å.

Computed properties:
- ΔE to the lowest compared entry with this formula, charge and spin: 0.528 eV
- Multiplicity: 2
- LUMO (alpha / beta): -6.14 / -7.45 eV
- Charge: +2
- Gap between HOMO and LUMO (alpha / beta): 6.717 / 5.395 eV
- E_tot: -3300.950490 a.u.

***

Molecular formula: C31H36BiBrN3OS4Si
Method: DFT, the ωB97M-V functional and the def2-TZVPD basis

Geometry as XYZ:
```
78
Properties=species:S:1:pos:R:3:forces:R:3:mulliken_charge:R:1
H 9.78941 9.47954 16.99000 1.44 -0.50 -0.89 0.43
H 13.19496 13.29692 12.80896 -0.04 -0.22 -0.33 0.34
C 13.32577 12.86869 11.79988 1.00 -0.05 0.38 -1.19
H 14.00160 12.39793 6.79735 -0.96 -0.39 0.39 0.30
H 8.23034 10.91876 15.55076 0.36 0.44 -0.77 0.45
C 15.48114 7.96547 10.53780 1.41 1.12 -0.72 -1.34
S 10.51232 10.56700 14.97991 0.41 1.23 -0.09 0.10
N 13.89682 8.87708 12.05147 0.06 -0.04 -0.10 -0.02
C 14.54658 10.19930 13.94389 -0.69 1.50 1.93 0.33
C 16.89545 10.57032 14.39778 1.87 -0.34 -2.11 -0.61
O 13.28510 10.37583 14.27877 0.58 -1.02 -0.95 -0.50
H 10.88585 7.14934 16.53119 -0.59 0.43 -0.31 0.44
H 8.73457 11.91770 14.11849 0.23 0.10 0.21 0.35
H 14.02749 12.16478 9.22982 -0.52 0.39 -0.22 0.45
C 13.06522 12.06619 7.31190 1.62 -0.34 -0.71 -0.54
H 9.95971 10.79966 6.80133 0.73 0.22 -0.04 0.34
H 15.32410 10.89719 15.89146 0.42 -0.32 -1.19 0.39
H 11.10507 5.19582 14.16010 0.28 -1.38 0.90 0.54
H 7.03726 10.15992 13.65937 -0.72 0.11 0.24 0.59
C 18.47277 14.11892 10.05155 -0.18 1.47 -0.69 -0.46
C 8.07233 9.88698 13.71969 -0.08 1.06 -0.03 -0.78
H 14.28568 12.27104 11.83485 -1.07 0.57 -0.21 0.18
C 11.16118 5.79980 12.14520 0.06 0.49 0.34 -0.85
H 12.00946 11.49210 5.48594 0.02 0.24 0.60 0.38
H 18.53563 15.11288 10.51903 0.07 -0.52 -0.39 0.40
H 9.69605 6.17278 13.75799 1.12 -0.02 -0.05 0.29
H 8.69235 7.74752 9.90953 0.87 -0.19 -0.05 0.39
H 10.54553 4.97449 11.74109 0.51 0.22 0.33 0.51
C 17.70084 12.71700 8.20255 -0.59 0.25 0.16 -0.63
C 9.00431 7.26034 10.84801 0.00 0.15 -0.97 -1.02
C 10.65045 9.26707 16.25335 -1.63 0.39 0.28 -0.83
S 10.85085 7.22767 10.99523 -0.64 -0.95 -0.66 0.01
C 16.21158 9.50838 12.22890 -0.35 0.95 1.41 0.26
Br 16.43500 15.19079 8.26655 0.57 0.19 0.18 -0.17
H 11.61117 9.47650 16.73374 -0.21 -0.01 -0.11 0.40
S 11.68488 7.46481 14.36281 0.37 -2.48 2.06 -0.05
C 18.61671 11.75844 10.25450 -0.08 0.67 -2.82 -0.15
Si 11.78574 11.99551 11.21388 0.74 -1.01 1.13 0.63
C 8.77839 10.93111 14.57307 -0.59 -1.14 1.16 -0.83
H 10.71672 14.15655 11.52544 -0.17 -0.10 -0.12 0.41
C 10.55317 7.83526 15.71885 0.61 -0.33 1.65 -0.70
H 9.52185 7.60824 15.48366 -0.14 -0.18 -0.37 0.41
H 13.37114 7.48776 10.61617 0.25 0.37 -0.16 0.39
C 15.62123 10.62039 14.84626 -2.52 -0.89 0.05 -0.66
C 14.88891 9.58278 12.71107 -0.60 -1.80 -1.10 0.09
H 17.83377 10.61150 8.52988 0.14 0.21 0.23 0.38
H 12.25371 5.54596 12.09278 -1.01 0.27 -0.35 0.33
N 18.17037 10.89277 12.32938 1.52 1.33 -1.86 -0.54
H 17.15621 12.64461 7.26057 0.30 -0.02 0.23 0.47
C 10.35650 13.12006 11.53206 -1.16 0.29 0.08 -1.00
C 17.14822 10.27129 12.97630 0.44 -0.95 1.12 -0.07
C 8.22431 7.97739 11.92263 -0.87 -0.33 -0.31 -0.09
H 7.11514 7.87830 11.79660 0.94 -0.21 -0.16 0.47
H 9.88196 10.92066 9.14836 0.20 0.28 0.18 0.25
H 8.74708 6.21533 10.69237 -0.35 -0.09 0.38 0.56
H 17.53730 8.70419 10.69465 -1.26 -0.03 0.45 0.61
H 8.13130 8.94696 14.23360 0.12 -0.60 -0.06 0.30
C 11.90664 11.71580 9.40536 0.27 -0.47 -0.28 0.51
H 9.86254 12.96115 12.50132 0.24 0.07 -0.13 0.13
H 19.70656 13.02748 11.48506 -0.07 0.66 0.50 0.44
C 16.49715 8.74271 11.08926 0.12 -1.11 -0.81 -0.16
H 9.56506 12.99799 10.76550 0.43 0.17 0.29 0.33
C 11.98517 11.58131 6.58130 0.03 0.31 -0.23 -0.53
C 10.80962 6.05375 13.63799 -1.39 0.81 -1.50 -0.70
C 14.18885 8.09344 11.01222 -0.63 0.31 1.18 0.08
H 17.78128 10.67900 15.06688 -0.85 0.58 -0.75 0.37
C 19.06872 13.03491 10.62197 -0.24 -1.86 0.94 -0.41
C 13.07974 12.00742 8.69635 0.04 0.26 0.13 -0.22
Bi 11.59290 9.45329 12.63756 1.10 4.29 -1.62 1.02
H 8.47306 7.54689 12.86639 0.10 -0.10 0.78 -0.26
N 18.32102 10.68601 11.04806 -0.90 -1.02 2.63 -0.06
H 15.68839 7.44165 9.60959 -0.13 -0.36 0.35 0.40
S 8.57543 9.75241 11.97829 0.49 -0.34 0.50 0.14
C 10.87158 11.18571 7.29107 -1.42 -0.68 0.15 -0.51
C 10.81116 11.25762 8.68476 0.00 0.08 -0.87 -0.38
C 18.07285 11.60694 8.90667 0.87 -0.55 1.82 -0.07
H 13.45200 13.71327 11.10676 0.24 -0.08 0.14 0.48
C 17.73740 13.92614 8.88722 -0.58 0.55 -0.39 0.24
```
Positions in Å, forces in eV/Å.

Computed properties:
- ΔE to the lowest compared entry with this formula, charge and spin: 1.142 eV
- LUMO: -3.21 eV
- Charge: +1
- Gap between HOMO and LUMO: 5.345 eV
- E_tot: -6112.867805 a.u.

***

Molecular formula: C31H36BrCaN2O4S2Sb
Method: DFT, the ωB97M-V functional and the def2-TZVPD basis

Geometry as XYZ:
```
78
Properties=species:S:1:pos:R:3:forces:R:3:mulliken_charge:R:1
O -1.30017 0.19804 -1.26418 -0.42 0.45 -0.59 -0.68
H 3.57246 -3.30663 0.55068 0.04 -0.03 0.08 0.59
H -4.39831 2.46557 -2.03871 0.02 0.02 -0.01 0.57
H -0.46099 -4.88572 0.36220 0.01 -0.05 -0.04 0.59
Ca -1.56274 0.04739 0.94240 -0.23 -1.51 1.32 -0.09
H -1.53823 -4.03590 -1.46334 0.00 0.01 -0.03 0.30
H 4.26911 2.94915 0.44957 -0.03 0.02 -0.03 0.44
H 3.07666 0.86730 0.96203 -0.02 0.01 0.00 0.32
H 2.55221 -5.39418 -0.16675 -0.05 0.04 0.03 0.29
C 1.44945 2.15577 4.38642 0.02 0.14 -0.01 0.07
H -3.52708 -2.15145 -4.79497 0.03 -0.04 0.00 0.43
C -1.03502 3.07675 0.95494 0.44 -0.22 0.14 1.55
H -2.83101 4.15271 0.69560 -0.01 0.02 0.00 0.41
H 3.38829 -1.89668 1.57187 -0.01 -0.02 0.04 0.29
H -4.36669 -1.09383 -0.87144 0.04 -0.04 -0.09 0.32
C 0.24122 1.54913 4.21609 -0.18 -0.03 -0.13 -0.66
H -4.83774 -0.82323 -3.11935 0.01 0.02 -0.01 0.47
O -1.69434 2.17278 1.48916 0.07 0.82 0.07 -0.95
H 1.28621 -1.48067 3.76310 0.02 0.09 0.01 0.02
C 2.99228 -2.89857 1.38267 0.35 -0.04 0.07 -0.68
S -1.27423 -0.74538 3.77401 0.12 0.15 0.07 -0.37
C 1.48786 -5.55541 -0.36216 -0.01 -0.07 -0.02 -1.26
C -2.29934 4.23942 -4.04443 0.08 -0.11 0.06 -0.32
C -4.09982 -1.56284 -2.84651 0.01 -0.01 0.29 -0.38
H 1.48522 3.22735 4.53852 0.02 -0.01 0.02 0.37
H -1.52938 4.66738 -0.41113 -0.03 0.00 0.02 0.38
C 2.53201 1.79043 0.79877 -0.06 0.07 -0.06 -0.06
C -2.26328 -3.34348 -1.86712 0.00 -0.04 0.21 -0.52
Br -5.08453 4.74081 -3.81046 -0.12 0.07 -0.04 -0.20
N 1.34480 -0.48896 3.97229 0.20 -0.40 -0.10 0.04
H 2.88836 -4.82902 2.39633 0.01 0.04 -0.05 0.35
H 3.61695 1.88698 4.48642 -0.02 0.03 -0.01 0.42
C 2.21930 -1.01706 -1.50944 0.02 -0.05 -0.01 -0.93
H 0.56641 5.05467 0.21670 0.03 0.00 0.00 0.38
C -1.11468 2.49384 -2.87374 0.01 0.05 -0.09 -0.20
C 0.59834 -4.77102 0.59829 0.00 -0.38 -0.01 -0.88
C 2.48395 4.15824 0.26944 0.01 -0.28 0.06 -1.15
C 2.65360 1.41882 4.35648 0.01 0.01 0.01 -0.77
H 3.40693 -0.58936 4.09096 0.02 0.03 -0.01 0.42
C 0.15353 0.15284 3.97835 -0.19 0.04 0.15 0.42
C -1.11623 3.56742 -3.75329 -0.09 0.03 0.00 -0.82
Sb 0.96155 -2.67071 0.74637 -0.45 0.39 0.19 -0.28
C 2.56442 0.08474 4.14174 -0.25 -0.11 -0.06 -0.23
S -2.82096 -2.60320 0.76357 -0.13 -0.08 -0.71 -0.31
C -1.76529 4.34315 0.60367 -0.02 0.15 -0.02 -1.95
O 0.53548 0.60104 1.10619 0.69 0.39 0.00 1.56
C 1.11810 4.13694 0.37424 0.02 -0.10 0.01 -1.05
C -2.30902 0.97042 -1.28340 0.09 -0.35 -0.19 1.48
C 1.10738 1.72592 0.88166 -0.01 -0.05 0.15 0.49
C 0.40305 2.96082 0.70670 -0.29 0.34 -0.05 -0.01
C -3.47346 3.82718 -3.43314 0.08 -0.07 0.05 -0.20
C -2.30300 2.09738 -2.27293 -0.16 0.03 0.05 -0.18
H 3.01177 5.06827 0.02053 0.00 -0.01 0.01 0.39
H 3.17940 -1.04855 -0.98675 -0.02 -0.03 0.00 0.33
H -0.19514 3.89051 -4.22107 0.00 -0.01 0.02 0.43
O -3.26900 0.86198 -0.46352 0.12 0.07 -0.69 -0.98
C -3.48978 2.76839 -2.54177 0.05 0.09 -0.02 -0.16
C 3.18529 2.95456 0.50477 0.05 0.16 -0.04 -0.55
N -3.91192 -1.73988 -1.51354 -0.28 0.54 0.09 0.02
C -3.00548 -2.56073 -0.94183 0.25 -0.28 0.32 0.31
H 1.31360 -6.63297 -0.29487 -0.04 0.03 0.03 0.42
H -1.48265 5.14534 1.29018 -0.03 -0.01 -0.04 0.44
C -2.44345 -3.20503 -3.21210 0.07 -0.08 -0.09 -0.13
H 2.43503 -0.83380 -2.56528 -0.01 -0.06 0.00 0.41
C 3.10270 -3.78332 2.62555 0.07 -0.01 0.05 -1.38
H -1.84754 -3.80551 -3.88849 -0.01 0.02 0.00 0.41
H 1.31050 -5.26976 -1.40057 -0.01 0.01 0.01 0.27
H -0.20240 1.96311 -2.63529 -0.02 -0.02 0.00 0.43
H 0.70454 -5.14722 1.61944 -0.01 -0.03 -0.02 0.58
H 2.39013 -3.50261 3.41101 0.01 0.06 -0.05 0.28
C -3.38000 -2.28929 -3.73489 0.02 -0.03 -0.01 -0.67
H 4.09913 -3.75234 3.07344 0.01 0.01 -0.03 0.38
H 1.96785 -3.18035 -1.68575 0.08 0.03 -0.07 0.61
H 0.47521 -2.24890 -1.84712 0.04 -0.01 -0.01 0.12
H -0.68581 2.10401 4.22703 0.04 0.02 0.00 0.37
H -2.31026 5.07127 -4.73499 0.00 0.00 0.01 0.43
C 1.42600 -2.31208 -1.31126 -0.01 0.24 -0.23 -0.58
H 1.67270 -0.15218 -1.13383 -0.06 -0.04 0.03 -0.05
```
Positions in Å, forces in eV/Å.

Computed properties:
- ΔE to the lowest compared entry with this formula, charge and spin: 0.641 eV
- LUMO: 0.04 eV
- Gap between HOMO and LUMO: 7.524 eV
- E_tot: -5901.783048 a.u.

***

Question: The lowest E_tot belongs to which entry?
Answer: C31H36BiBrN3OS4Si

***

Question: Among the records above, which one has the highest ΔE to the lowest compared entry with this formula, charge and spin?
Answer: C31H36BiBrN3OS4Si